Density functional theory data (wB97M-V/def2-TZVPD) for 2 unconnected molecules or ions with the total composition C6H15N3O2.

ORCA input file:
```
! RIJCOSX wB97M-V def2-TZVPD def2/J DEFGRID3
* xyz 0 1
C 1.7448 1.2967 -1.4670
C 0.8581 1.8753 -0.2853
C 1.6855 2.4232 -2.4892
O 0.9536 2.3561 -3.6279
O 2.4927 3.3300 -2.4619
H -0.1900 1.9008 -0.5239
H 1.0349 2.9494 -0.2125
H 1.0644 1.2592 0.5961
H 2.6703 0.7449 -1.3269
H 1.1356 0.4853 -2.1151
C -0.1252 -2.1043 1.3081
C -0.0790 -3.1190 2.4731
C -1.6146 -0.3735 0.4175
N -0.9255 -0.9110 1.5425
N -1.5524 -0.8893 -0.7498
N -2.5133 0.6935 0.7270
H 0.8295 -1.8160 0.9805
H -0.4750 -2.7306 0.3794
H 0.2293 -2.5644 3.3879
H 0.6680 -3.9530 2.3519
H -1.5519 -1.0351 2.3193
H 1.1319 1.7628 -4.4816
H -1.4769 -0.3691 -1.6235
H -2.8688 0.8009 1.6493
H -2.1254 1.6261 0.5687
H -1.0006 -3.6388 2.6632
*
```

- HOMO-LUMO gap (eV) = 9.29
- energy relative to the best compared isomer or geometry (same formula, charge and spin) (kJ/mol) = 241.4
- lowest unoccupied orbital energy (eV) = 0.4
- calculated total energy (eV) = -15028.0237
- structure (SMILES) = [H]/N=C(\N)NCC.CCC(=O)O

Density functional theory data (wB97M-V/def2-TZVPD) for 2 unconnected molecules or ions with the total composition C6H15N3O2P.

ORCA input file:
```
! RIJCOSX wB97M-V def2-TZVPD def2/J DEFGRID3
* xyz 1 1
C 1.9580 -1.3731 -0.3572
C -2.6935 -0.9525 -0.5396
C 0.0310 0.8056 0.0232
C 1.4700 1.1008 -0.2696
C -0.2067 0.3356 1.4236
C 2.3796 -0.0443 0.1744
N -2.7895 -0.5231 -1.7998
N -3.8704 -1.3805 0.0806
N 3.7374 0.0975 -0.4751
O 2.5491 -1.8901 -1.2804
O 1.0546 -1.9916 0.3784
P 0.1521 -1.5287 1.7498
H -0.7025 1.5921 -0.0920
H -0.3939 0.0563 -0.5478
H 1.4502 1.2859 -1.4065
H 1.7676 2.0961 0.2087
H 0.3066 1.1118 2.1679
H -1.2984 0.4839 1.6871
H 2.6308 -0.1431 1.1843
H -3.7082 -0.3443 -2.1255
H -1.9465 -0.3901 -2.3213
H -4.6654 -0.9436 -0.3566
H -3.7228 -1.5147 1.0838
H 4.4518 0.5813 0.0540
H 3.6972 0.6144 -1.2808
H 4.0670 -0.9403 -0.5442
H -0.9732 -1.8155 0.9576
*
```

- HOMO-LUMO gap (eV) = 7.83
- energy relative to the best compared isomer or geometry (same formula, charge and spin) (kJ/mol) = 394.4
- lowest unoccupied orbital energy (eV) = -3.3
- calculated total energy (eV) = -24310.5072

Density functional theory data (wB97M-V/def2-TZVPD) for a single C6H15N3O2S molecule.

ORCA input file:
```
! RIJCOSX wB97M-V def2-TZVPD def2/J DEFGRID3
* xyz 0 1
C 0.4203 -0.8990 -1.6864
C -1.9390 -0.6231 -1.1785
C 0.4479 0.5204 -2.2938
C -1.7870 0.8583 -1.6666
C 0.8717 1.1676 1.3653
C 2.1112 -0.9392 1.7451
N -1.4657 -0.0910 1.4915
N -0.6789 -1.0300 -0.7030
N 1.1211 -0.2389 0.9587
O -0.2337 -2.3757 1.3643
O -0.8297 0.9304 -2.7244
S -0.4271 -1.0097 0.9189
H 0.1273 -1.7013 -2.4190
H 1.2991 -1.1449 -1.1989
H -2.4920 -0.6695 -0.3004
H -2.4876 -1.4469 -1.8734
H 0.7704 1.0735 -1.4630
H 1.1121 0.5732 -3.1610
H -2.7602 1.2070 -2.0933
H -1.4422 1.3661 -0.6552
H 0.2918 1.6205 0.6257
H 0.4365 1.2194 2.3116
H 1.9038 1.6102 1.3009
H 2.1137 -2.0513 1.5895
H 3.2099 -0.7555 1.4188
H 2.2230 -0.6993 2.8357
H -1.6932 -0.3345 2.4525
*
```

- HOMO-LUMO gap (eV) = 9.60
- energy relative to the best compared isomer or geometry (same formula, charge and spin) (kJ/mol) = 17.1
- lowest unoccupied orbital energy (eV) = 0.8
- calculated total energy (eV) = -25861.9816
- structure (SMILES) = CN(C)[S@](=N)(=O)N1CCOCC1

Density functional theory data (wB97M-V/def2-TZVPD) for 2 unconnected molecules or ions with the total composition C6H15N3O2S.

ORCA input file:
```
! RIJCOSX wB97M-V def2-TZVPD def2/J DEFGRID3
* xyz 0 1
C -3.3136 1.0444 0.3515
C -2.3069 -1.0291 0.8011
C -3.1064 0.7063 -1.1323
C -2.2773 -1.4126 -0.6306
C 3.5064 -0.3293 1.3789
C 2.9202 -0.9957 -0.9810
N 1.8950 1.9332 0.1440
N -2.7900 0.0527 1.2702
N 2.4866 -0.5161 0.3345
O 0.5951 0.4189 1.7062
O -3.3136 -0.7205 -1.3692
S 1.0468 0.3392 0.3279
H -2.9271 2.0871 0.5478
H -4.3880 1.1082 0.3670
H -1.8389 -1.6269 1.5808
H 1.1918 2.5634 0.4154
H -3.8556 1.1692 -1.9279
H -2.0874 0.8724 -1.4797
H -1.3084 -1.1749 -1.1613
H -2.6370 -2.4886 -0.7333
H 4.4635 -0.1440 0.8940
H 3.1666 0.6448 1.9252
H 3.5493 -1.0711 2.1228
H 3.3162 -0.0879 -1.3969
H 3.5728 -1.9077 -0.9329
H 2.1130 -1.2868 -1.6670
H 2.3269 1.8515 -0.7552
*
```

- HOMO-LUMO gap (eV) = 9.57
- energy relative to the best compared isomer or geometry (same formula, charge and spin) (kJ/mol) = 0.0
- lowest unoccupied orbital energy (eV) = 0.6
- calculated total energy (eV) = -25862.1590

Density functional theory data (wB97M-V/def2-TZVPD) for 2 unconnected molecules or ions with the total composition C6H15N3S2.

ORCA input file:
```
! RIJCOSX wB97M-V def2-TZVPD def2/J DEFGRID3
* xyz 2 1
C 0.2966 0.9982 0.9907
C -0.4596 2.2509 0.7650
C -1.0730 0.2482 -0.7134
C -0.1315 -2.3497 1.4450
C -3.0088 -0.8555 -2.6014
C 0.4915 -1.3672 0.4341
N -0.2040 -0.0335 0.3112
N 1.3737 0.9532 1.6648
N 2.1280 0.8459 -1.4808
S -1.6516 1.8888 -0.7387
S -1.6657 -1.2518 -1.4385
H -1.0830 2.4366 1.6283
H 0.0450 3.1729 0.6605
H 0.4159 -3.3016 1.3616
H 0.0025 -1.8764 2.4079
H -1.1861 -2.5109 1.2961
H -3.7702 -0.3196 -2.1283
H -3.4130 -1.8201 -2.8464
H -2.7812 -0.3370 -3.5350
H 1.5695 -1.3566 0.6664
H 0.4508 -1.7473 -0.5877
H 1.8034 1.8495 1.9940
H 1.9105 0.1814 1.9515
H 2.8499 0.6282 -0.7614
H 2.5599 1.3832 -2.2836
H 2.0591 -0.0308 -2.0492
*
```

- HOMO-LUMO gap (eV) = 8.48
- energy relative to the best compared isomer or geometry (same formula, charge and spin) (kJ/mol) = 152.0
- lowest unoccupied orbital energy (eV) = -9.1
- calculated total energy (eV) = -32588.7709

Density functional theory data (wB97M-V/def2-TZVPD) for a gas-phase ion, C6H15N4 (charge +1).

ORCA input file:
```
! RIJCOSX wB97M-V def2-TZVPD def2/J DEFGRID3
* xyz 1 1
C 0.4090 -2.9460 -0.5971
C 0.3227 -1.5598 1.3287
C -0.5550 -0.3426 1.7410
C -0.7289 0.8661 -0.3698
C -0.5646 0.7914 -2.6873
C -0.6252 2.0766 1.6797
N 0.5077 -1.8169 -0.0590
N 1.4801 0.8762 -1.2297
N 0.0436 0.9285 -1.3954
N -0.0315 0.8799 0.9650
H 0.5653 -3.0380 -1.5985
H 1.3456 -1.2740 1.8510
H -0.1643 -2.4539 1.7557
H -1.6846 -0.3144 1.4794
H -0.4113 -0.1282 2.9105
H 0.3755 -3.8935 -0.0028
H -0.5795 1.7672 -3.1860
H 0.0384 0.2025 -3.3995
H -1.5548 0.2635 -2.4152
H -1.6760 1.9441 1.5012
H -0.6469 2.0498 2.7110
H -0.2380 3.1118 1.2206
H 1.8432 1.2813 -2.0840
H 1.5782 -0.2019 -1.1158
H 0.9513 0.9304 0.9963
*
```

- HOMO-LUMO gap (eV) = 10.58
- energy relative to the best compared isomer or geometry (same formula, charge and spin) (kJ/mol) = 455.3
- lowest unoccupied orbital energy (eV) = -2.7
- calculated total energy (eV) = -12414.4502

Density functional theory data (wB97M-V/def2-TZVPD) for 2 unconnected molecules or ions with the total composition C6H15N4.

ORCA input file:
```
! RIJCOSX wB97M-V def2-TZVPD def2/J DEFGRID3
* xyz 1 1
C -0.2692 -0.9398 1.7992
C 0.1888 -0.7742 0.5371
C 2.0913 -0.2349 -0.9774
C 1.6320 1.1236 1.1810
C 0.1842 1.4066 -0.7857
C 0.9873 0.3677 -0.0008
N -2.3738 -0.5613 -0.2200
N -3.3645 -0.0499 -0.2743
N -4.2768 0.5646 -0.6643
N -0.2317 -1.7225 -0.4857
H -1.0471 -1.7343 1.8858
H 0.2050 -0.3192 2.5631
H 2.3175 -1.2535 -0.6025
H 2.9892 0.4552 -1.0251
H 1.6380 -0.2748 -1.9306
H 0.8157 1.6493 1.7582
H 2.2675 0.3630 1.7743
H 2.2776 1.9855 0.7859
H 0.0944 1.3349 -1.8888
H 0.8346 2.2999 -0.7108
H -0.7528 1.5270 -0.3657
H -5.1243 0.6064 -0.1404
H 0.3623 -1.7557 -1.4173
H -1.3045 -1.3428 -0.7172
H -0.1405 -2.7210 -0.0779
*
```

- HOMO-LUMO gap (eV) = 10.02
- energy relative to the best compared isomer or geometry (same formula, charge and spin) (kJ/mol) = 389.0
- lowest unoccupied orbital energy (eV) = -3.5
- calculated total energy (eV) = -12415.1368

Density functional theory data (wB97M-V/def2-TZVPD) for a molecular structure, C6H15N4O.

ORCA input file:
```
! RIJCOSX wB97M-V def2-TZVPD def2/J DEFGRID3
* xyz 1 1
C -1.8107 -1.4857 -0.0522
C -0.2935 -1.2798 -0.0771
C -1.7037 0.0264 0.0152
C 2.4014 1.5826 0.9363
C -3.9799 0.4959 0.2347
C 3.1002 1.1115 -0.3993
N 0.5619 -2.2032 0.1690
N -0.3389 0.0929 -0.1151
N 2.2677 0.0950 -0.9245
N -2.6373 0.8882 -0.1524
O 1.8512 -2.0775 0.3964
H -2.1869 -1.8947 -1.0478
H -2.2267 -2.1680 0.7154
H 1.9284 0.6997 1.3408
H 3.0760 2.0162 1.5405
H 1.6983 2.2808 0.5750
H -4.5243 0.1048 -0.6937
H -3.7487 -0.4332 0.7165
H -4.3283 1.2191 0.9424
H 3.2205 1.9172 -1.1523
H 4.1381 0.6713 -0.2238
H 1.3230 0.5340 -0.9757
H 1.9712 -0.7814 -0.2648
H 2.5654 -0.2640 -1.8021
H -2.4762 1.9275 -0.2553
H 0.1517 -3.0756 0.5538
*
```

- HOMO-LUMO gap (eV) = 8.94
- energy relative to the best compared isomer or geometry (same formula, charge and spin) (kJ/mol) = 319.6
- lowest unoccupied orbital energy (eV) = -3.2
- calculated total energy (eV) = -14463.1964

Density functional theory data (wB97M-V/def2-TZVPD) for 2 unconnected molecules or ions with the total composition C6H15NO.

ORCA input file:
```
! RIJCOSX wB97M-V def2-TZVPD def2/J DEFGRID3
* xyz 0 1
C -1.5595 0.7685 0.3403
N -0.1528 0.6998 0.7346
C 0.6674 0.2092 -0.4914
C 0.7246 -1.3309 -0.2757
C 0.7026 -2.0663 -1.6342
C 1.9417 -2.4155 -2.1379
C -2.0702 1.6596 -0.7190
H -2.1362 0.7548 1.3020
H -2.0254 -0.1580 0.0493
H 0.2446 1.5311 1.1347
H 0.1323 0.4233 -1.5458
H 1.6654 0.6787 -0.4983
H 1.7210 -1.6365 0.2013
H -0.1338 -1.5312 0.3309
H -0.1226 -2.3618 -2.1319
H 1.9143 -2.9375 -3.0846
H 2.7857 -2.3830 -1.5474
H -2.9793 1.4011 -1.1282
H -2.0285 2.7244 -0.3515
H -1.2711 1.8922 -1.3983
H 0.5119 2.3226 2.9538
H 0.0207 0.8055 2.7765
O 0.0413 1.5785 3.4129
*
```

- HOMO-LUMO gap (eV) = 10.28
- energy relative to the best compared isomer or geometry (same formula, charge and spin) (kJ/mol) = 366.8
- lowest unoccupied orbital energy (eV) = 0.9
- calculated total energy (eV) = -9999.9551
- structure (SMILES) = C=CCCNCC.O

Density functional theory data (wB97M-V/def2-TZVPD) for a single C6H15NO molecule.

ORCA input file:
```
! RIJCOSX wB97M-V def2-TZVPD def2/J DEFGRID3
* xyz 0 1
C -1.1351 -0.1490 -0.0444
C 1.5055 -0.2208 0.1246
C 0.0589 0.6720 -0.3126
C -2.4312 1.0225 -0.4244
C -1.3280 -0.6084 1.3914
C 2.6666 0.7524 0.0086
N 1.7535 -1.3735 -0.6971
O -1.2951 -1.1822 -0.9734
H -0.9454 -2.0085 -0.6227
H 1.4094 -0.5573 1.1595
H 1.7449 -1.1387 -1.6829
H 1.1229 -2.1412 -0.5035
H 0.1793 0.8693 -1.3765
H 0.0708 1.5850 0.2743
H -0.6592 -1.4334 1.6385
H -2.5211 1.7376 0.3885
H -2.2567 1.5148 -1.3772
H -3.3319 0.4199 -0.5090
H -1.1390 0.2096 2.0813
H -2.3509 -0.9588 1.5248
H 3.6112 0.2523 0.2268
H 2.5475 1.5779 0.7073
H 2.7234 1.1584 -1.0019
*
```

- HOMO-LUMO gap (eV) = 9.19
- energy relative to the best compared isomer or geometry (same formula, charge and spin) (kJ/mol) = 176.9
- lowest unoccupied orbital energy (eV) = 0.8
- calculated total energy (eV) = -10001.9233
- structure (SMILES) = C[C@H](N)CC(C)(C)O

Density functional theory data (wB97M-V/def2-TZVPD) for 2 unconnected molecules or ions with the total composition C6H15NO.

ORCA input file:
```
! RIJCOSX wB97M-V def2-TZVPD def2/J DEFGRID3
* xyz 0 1
C -0.1328 0.8460 2.6554
C -0.3162 2.0290 1.6574
C -0.9756 1.5527 0.3831
C -0.0705 0.6195 -0.4229
C -0.5300 -0.4222 -1.0992
N 0.2246 -1.3007 -1.9378
C 1.4547 -0.7830 -2.4825
H 0.7475 0.2176 2.4359
H -0.3453 1.0858 3.7052
H -1.0404 0.1872 2.4899
H 0.6189 2.5446 1.4243
H -0.8762 2.8268 2.1836
H -1.0334 2.4969 -0.1858
H -1.9457 1.1103 0.5073
H 0.9515 1.0202 -0.4604
H -1.4279 -0.9715 -0.7429
H -0.3918 -1.8322 -2.5389
H 2.0497 -1.6157 -2.8697
H 2.0813 -0.3273 -1.7383
H 1.3609 -0.0956 -3.3206
H -0.3788 -3.7067 0.4304
H 0.2620 -2.7398 -0.4438
O -0.2864 -2.7420 0.3702
*
```

- HOMO-LUMO gap (eV) = 8.75
- energy relative to the best compared isomer or geometry (same formula, charge and spin) (kJ/mol) = 217.2
- lowest unoccupied orbital energy (eV) = 0.8
- calculated total energy (eV) = -10001.5059
- structure (SMILES) = CCC/C=C/NC.O

Density functional theory data (wB97M-V/def2-TZVPD) for a single C6H15NO molecule.

ORCA input file:
```
! RIJCOSX wB97M-V def2-TZVPD def2/J DEFGRID3
* xyz 0 1
C 0.5384 0.9851 -0.6005
N -0.7167 0.4575 -0.0715
C -0.7907 -0.9868 -0.0263
C -0.0754 -1.8176 1.1078
C -1.2042 -2.0102 2.1694
O -0.7080 -2.6345 3.3233
C 0.3317 2.0516 -1.6439
C 1.5681 2.2765 -2.5335
H 1.2171 0.1088 -0.8430
H 0.8462 1.5245 0.2923
H -1.0764 1.0625 0.6706
H -1.8558 -1.2388 -0.0836
H -0.3520 -1.3201 -1.0807
H 0.8358 -1.3929 1.7374
H 0.0951 -2.8393 0.6230
H -1.6945 -1.0653 2.5073
H -1.9907 -2.8314 1.8047
H -0.3538 -2.1299 4.0761
H -0.6112 2.0133 -2.0438
H 0.1007 2.9477 -0.9818
H 1.4421 1.8980 -3.5543
H 2.4250 1.7203 -2.1636
H 2.0290 3.2210 -2.6855
*
```

- HOMO-LUMO gap (eV) = 9.15
- energy relative to the best compared isomer or geometry (same formula, charge and spin) (kJ/mol) = 337.5
- lowest unoccupied orbital energy (eV) = 0.9
- calculated total energy (eV) = -10000.2594
- structure (SMILES) = CCCNCCCO

Q: energy relative to the best compared isomer or geometry (same formula, charge and spin) of number 5 (C6H15N3S2)?
A: 152.0 kJ/mol